{"formula": "C3H6N2O", "method": "ωB97M-V/def2-TZVPD", "elements": ["C", "C", "C", "N", "N", "O", "H", "H", "H", "H", "H", "H"], "positions_angstrom": [[-3.048275, -0.361219, 0.079125], [1.193158, -0.840063, -0.202326], [1.148151, 0.201698, -1.250641], [-2.215591, 0.553306, 0.005143], [-1.435381, 1.366692, -0.099782], [0.404731, -1.732329, -0.099958], [-2.712018, -1.323241, -0.275665], [-3.962180, -0.317561, 0.731196], [1.923288, -0.914148, 0.587767], [1.483702, 1.121677, -0.930052], [0.157393, 0.261193, -1.690276], [1.986746, -0.278221, -1.943462]], "forces_ev_per_angstrom": [[-3.1, -3.0, 1.0], [-0.6, -0.1, 1.0], [1.5, -3.0, -1.6], [1.9, 2.5, 0.0], [-0.1, 0.1, 0.0], [-1.6, -1.1, -0.6], [0.0, 0.0, -0.1], [1.2, 0.4, -0.9], [1.4, 1.0, 0.1], [0.8, 2.0, 0.7], [0.3, -0.2, -0.3], [-1.8, 1.4, 0.7]], "homo_energy_ev": -8.67, "molar_mass_g_mol": 86.094, "fmax_ha_per_bohr": 0.086}



{"formula": "C3H6N2O", "method": "ωB97M-V/def2-TZVPD", "elements": ["C", "N", "C", "N", "C", "O", "H", "H", "H", "H", "H", "H"], "positions_angstrom": [[1.127611, 0.428282, -1.152486], [-0.300074, 0.509252, -1.401541], [-1.104094, 0.398560, -0.435454], [-0.733201, 0.184209, 0.933665], [-0.430599, -1.065144, 1.418199], [0.153237, -1.273155, 2.457221], [1.407592, 0.252539, -0.106669], [1.548540, -0.368099, -1.772678], [1.579157, 1.366852, -1.484389], [-2.173577, 0.486828, -0.628819], [-0.288565, 0.954455, 1.419541], [-0.786027, -1.874579, 0.753411]], "forces_ev_per_angstrom": [[0.2, 0.0, 0.0], [-0.2, 0.0, 0.4], [0.1, 0.0, -0.3], [0.1, -0.1, 0.1], [0.1, 0.1, 0.1], [-0.2, 0.1, -0.3], [0.0, 0.0, -0.2], [-0.1, 0.1, 0.0], [0.0, -0.1, 0.0], [0.1, -0.1, 0.0], [-0.1, -0.1, 0.1], [0.0, 0.1, 0.1]], "homo_energy_ev": -10.25, "molar_mass_g_mol": 86.094, "fmax_ha_per_bohr": 0.009, "smiles": "C/N=C\\NC=O"}



{"formula": "C3H6N2O", "method": "ωB97M-V/def2-TZVPD", "elements": ["C", "C", "C", "H", "H", "H", "H", "H", "H", "N", "N", "O"], "positions_angstrom": [[0.957642, -0.738316, 0.014258], [-0.533672, -1.353317, -0.185773], [-1.356436, -0.243821, -0.512743], [-0.194759, 2.432495, 0.143750], [-0.373984, 0.587719, 1.110821], [2.061632, 0.804111, 0.473089], [-0.908591, -2.481597, -0.002578], [-2.340845, -0.534107, -1.177724], [-0.713075, 0.911996, -0.584203], [0.265981, 1.535647, 0.785136], [1.246578, 0.691852, -0.200575], [1.889527, -1.612662, 0.136542]], "forces_ev_per_angstrom": [[1.9, -5.2, -0.4], [-0.9, 4.0, 0.4], [1.0, -1.9, -3.2], [1.1, -3.9, 2.3], [1.3, 4.5, -0.9], [-0.6, -0.2, -1.8], [1.5, 2.9, -0.6], [2.1, 1.2, 2.3], [-3.2, -4.2, -0.5], [-0.6, -1.2, -1.4], [-0.3, -0.3, 4.1], [-3.2, 4.2, -0.4]], "homo_energy_ev": -9.85, "molar_mass_g_mol": 86.094, "fmax_ha_per_bohr": 0.107, "smiles": "C=CC(=O)NN"}



{"formula": "C3H6N2O", "method": "ωB97M-V/def2-TZVPD", "elements": ["N", "C", "C", "O", "C", "N", "H", "H", "H", "H", "H", "H"], "positions_angstrom": [[-2.192497, -1.228156, 0.494453], [-1.308132, -0.804529, -0.366072], [1.454053, 1.196445, 0.260222], [0.942732, 0.149970, 1.020610], [2.112995, 0.707382, -0.982159], [2.588663, 0.293258, -1.957216], [-2.015059, -1.105447, 1.488266], [-3.069526, -1.698112, 0.276449], [-1.669574, -1.026788, -1.385271], [0.681976, 1.923698, -0.050097], [2.196684, 1.740052, 0.859816], [0.192848, -0.231729, 0.474307]], "forces_ev_per_angstrom": [[0.1, 0.1, 0.1], [-0.4, -0.2, 0.0], [0.2, 0.3, -0.1], [-0.2, -0.1, -0.1], [0.6, -0.5, -1.2], [-0.6, 0.6, 1.4], [0.0, 0.0, -0.2], [0.2, 0.1, -0.1], [0.0, 0.0, 0.2], [0.2, -0.2, 0.1], [-0.1, -0.1, -0.2], [0.1, 0.0, 0.2]], "homo_energy_ev": -9.52, "molar_mass_g_mol": 86.094, "fmax_ha_per_bohr": 0.031}